#w
{
  "formula": "C5H5NO2",
  "method": "the ωB97M-V functional and the def2-TZVPD basis",
  "species": ["C", "C", "C", "C", "C", "O", "N", "O", "H", "H", "H", "H", "H"],
  "coordinates": [[2.86450, -0.21113, -0.58191], [1.72182, 0.05321, -0.10497], [0.47682, 0.20866, 0.55807], [-0.53230, -0.77313, 0.03715], [-1.81993, -0.17623, -0.28968], [-2.86377, -0.65682, -0.13194], [-1.46630, 1.22810, -0.50533], [-0.05754, 1.49593, 0.12889], [4.03122, -0.64663, -0.52134], [0.70164, 0.31279, 1.77610], [-0.13835, -1.27462, -0.80652], [-0.59728, -1.62538, 0.81517], [-2.32053, 2.06525, -0.37369]],
  "lowdin_charge": [0.1028, -0.1234, -0.3646, -0.0880, -0.5101, 0.1441, 0.0880, -0.1056, 0.1192, 0.2117, 0.1171, 0.1716, 0.2372],
  "charge": 0,
  "orbital_gap_ev": 9.9,
  "homo_energy_ha": -0.3510
}

---

#x
{
  "formula": "C5H5NO2",
  "method": "the ωB97M-V functional and the def2-TZVPD basis",
  "species": ["C", "C", "C", "C", "C", "H", "H", "H", "H", "H", "N", "O", "O"],
  "coordinates": [[-0.35563, 0.59499, -0.46817], [0.90339, -0.07964, -1.24701], [0.42767, -1.41986, -0.38717], [-0.01097, 0.97951, 0.92900], [0.28184, 1.71779, 1.81075], [-1.66946, -0.85124, 1.37349], [-0.95937, 1.25955, -1.02863], [0.51482, -0.61123, -2.51472], [1.96078, 0.49987, -1.19312], [0.63445, 2.66128, 2.47188], [-0.84173, -0.94608, -0.30251], [-1.90111, -1.39352, 0.53861], [1.01533, -2.41141, 0.01762]],
  "lowdin_charge": [-0.1773, -0.0119, -0.4855, -0.1363, 0.1075, 0.1304, 0.1162, 0.2150, 0.1384, 0.1167, -0.0979, 0.0099, 0.0747],
  "charge": 0,
  "orbital_gap_ev": 10.2,
  "homo_energy_ha": -0.3583
}

---

#y
{
  "formula": "C5H5NO2",
  "method": "the ωB97M-V functional and the def2-TZVPD basis",
  "species": ["O", "C", "C", "C", "O", "C", "N", "C", "H", "H", "H", "H", "H"],
  "coordinates": [[0.65586, 2.45687, 0.98342], [0.06940, 1.41185, 0.49652], [-0.57760, 0.24356, 1.32652], [-0.79926, -1.08916, 0.42776], [-1.50478, -2.15085, 0.49170], [-0.03581, -0.70825, -0.89544], [1.31785, -0.33327, -0.59807], [0.26529, 0.70714, -0.94972], [-1.44457, 0.43816, 2.02769], [0.28764, -0.40016, 1.82601], [-0.15761, -1.08269, -1.79918], [1.63459, -0.79114, -1.46942], [0.28901, 1.29793, -1.86780]],
  "lowdin_charge": [0.0308, -0.2100, -0.0135, -0.2281, 0.0331, -0.2543, 0.0951, -0.1247, 0.1367, 0.1709, 0.1013, 0.1189, 0.1439],
  "charge": 0,
  "orbital_gap_ev": 9.8,
  "homo_energy_ha": -0.3629
}

---

Referenced to the most stable arrangement, the calculated values in eV are #w 2.320; #x 2.909; #y 0.000.